No. 1
C36H27CrIN5S | the ωB97M-V functional and the def2-TZVPD basis

For the relative energy (zero: lowest compared OMol25 entry of this formula, charge and spin), the calculation gives 231.1 kJ/mol. The LUMO energy (spin up / spin down) comes out at -1.314 / -0.755 eV. Its gap between HOMO and LUMO (spin up / spin down) is 0.191 / 0.235 hartree.

Structure (ORCA input):
```
! RIJCOSX wB97M-V def2-TZVPD def2/J DEFGRID3
* xyz 0 4
Cr 0.354 -1.225 -0.464
I -1.674 -3.183 -0.119
C -0.322 -4.202 1.237
C -0.705 -5.424 1.718
C 0.118 -6.073 2.649
C 1.247 -5.450 3.101
C 1.640 -4.188 2.610
C 2.783 -3.538 3.113
C 3.159 -2.325 2.608
C 2.439 -1.740 1.561
C 1.296 -2.303 1.031
C 0.868 -3.537 1.594
H -1.629 -5.882 1.401
H -0.167 -7.048 3.011
H 1.863 -5.918 3.856
H 3.350 -4.015 3.901
H 4.021 -1.810 3.001
H 2.814 -0.808 1.165
S 2.364 -0.526 -1.320
C 1.451 0.668 -2.272
N 2.172 1.706 -2.615
N 1.692 2.774 -3.251
C 0.454 3.369 -3.237
C 0.156 4.263 -4.275
C -1.040 4.946 -4.287
C -1.951 4.772 -3.256
C -1.656 3.900 -2.219
C -0.469 3.198 -2.200
N 0.224 0.374 -2.633
N -0.211 -0.855 -2.306
C -1.115 -1.398 -3.201
C -1.083 -2.779 -3.444
C -1.952 -3.347 -4.353
C -2.848 -2.555 -5.051
C -2.872 -1.185 -4.833
C -2.019 -0.604 -3.918
H 2.395 3.209 -3.838
H 0.874 4.402 -5.073
H -1.264 5.615 -5.104
H -2.880 5.321 -3.258
H -2.358 3.771 -1.411
H -0.248 2.539 -1.374
H -0.328 -3.389 -2.961
H -1.918 -4.411 -4.537
H -3.498 -3.002 -5.787
H -3.556 -0.565 -5.395
H -2.019 0.462 -3.743
N -0.064 -0.120 0.771
C -0.052 0.786 1.661
C 1.270 1.350 2.034
C 2.116 1.897 1.072
C 3.410 2.251 1.407
C 3.877 2.052 2.696
C 3.031 1.528 3.661
C 1.733 1.182 3.336
C -1.253 1.188 2.394
C -2.297 0.280 2.590
C -3.430 0.661 3.281
C -3.549 1.954 3.768
C -2.521 2.864 3.568
C -1.373 2.483 2.901
H 1.764 2.047 0.062
H 4.054 2.659 0.643
H 4.901 2.289 2.945
H 3.388 1.362 4.666
H 1.082 0.745 4.079
H -2.196 -0.727 2.210
H -4.227 -0.051 3.445
H -4.436 2.252 4.307
H -2.615 3.876 3.936
H -0.569 3.188 2.741
*
```


No. 2
C26H44BrN11O2 | the ωB97M-V functional and the def2-TZVPD basis

The LUMO energy comes out at 0.437 eV. Its gap between HOMO and LUMO is 0.342 hartree. Its structure (SMILES) is CCOCCOC[C@@H](N)Br.CC#N.CC#N.CC#N.CC#N.CC#N.CC#N.CC#N.CC#N.CC#N.CC#N.

Structure (ORCA input):
```
! RIJCOSX wB97M-V def2-TZVPD def2/J DEFGRID3
* xyz 0 1
C 3.517 0.362 0.026
C 3.863 1.470 -1.033
O 2.703 2.099 -1.582
C 2.146 3.034 -0.623
C 0.676 3.312 -1.112
O -0.289 3.269 -0.072
C -0.495 1.961 0.409
C -1.701 1.198 -0.252
N -2.072 1.661 -1.566
Br -1.191 -0.746 -0.256
H 2.496 0.541 0.421
H 4.249 0.463 0.855
H 3.536 -0.641 -0.430
H 4.605 2.212 -0.666
H 4.342 0.945 -1.892
H 2.701 3.993 -0.593
H 2.084 2.618 0.404
H 0.708 4.307 -1.609
H 0.370 2.594 -1.898
H -0.747 2.064 1.488
H 0.394 1.305 0.369
H -2.584 1.267 0.405
H -1.349 1.379 -2.228
H -2.902 1.116 -1.818
C -0.830 -3.042 3.099
C 0.026 -2.488 4.157
N 0.685 -2.048 4.990
H -1.798 -3.320 3.514
H -0.979 -2.300 2.320
H -0.362 -3.925 2.665
C 3.739 -3.731 0.567
C 2.378 -3.896 0.032
N 1.318 -4.024 -0.394
H 4.060 -4.652 1.051
H 4.428 -3.494 -0.239
H 3.755 -2.922 1.295
C -2.509 -0.441 6.982
C -3.040 -0.482 5.613
N -3.456 -0.512 4.541
H -1.862 0.427 7.102
H -3.329 -0.377 7.693
H -1.934 -1.343 7.183
C -6.995 0.127 7.309
C -6.059 -0.871 7.847
N -5.327 -1.650 8.268
H -7.909 0.133 7.901
H -6.542 1.116 7.344
H -7.240 -0.117 6.276
C 2.610 2.050 -6.113
C 2.566 1.896 -4.650
N 2.531 1.805 -3.496
H 1.754 2.638 -6.448
H 3.526 2.560 -6.408
H 2.578 1.071 -6.591
C -1.891 4.430 -4.543
C -1.068 4.295 -5.756
N -0.424 4.189 -6.701
H -1.366 4.005 -3.688
H -2.093 5.483 -4.350
H -2.835 3.905 -4.676
C 7.584 0.367 -0.021
C 6.852 -0.907 -0.032
N 6.277 -1.901 -0.041
H 8.425 0.304 0.668
H 7.958 0.587 -1.020
H 6.921 1.171 0.297
C 1.389 0.714 -9.759
C 2.760 0.201 -9.908
N 3.830 -0.199 -10.025
H 1.415 1.736 -9.383
H 0.881 0.702 -10.722
H 0.835 0.091 -9.058
C -1.806 -6.599 4.383
C -2.819 -6.020 3.488
N -3.608 -5.565 2.788
H -1.284 -5.804 4.914
H -2.284 -7.256 5.107
H -1.085 -7.173 3.803
C -5.826 -0.036 1.095
C -5.065 -0.290 -0.137
N -4.462 -0.488 -1.094
H -5.278 -0.424 1.954
H -5.976 1.035 1.222
H -6.796 -0.528 1.038
*
```


No. 3
C21H20O10 | the ωB97M-V functional and the def2-TZVPD basis

For the relative energy (zero: lowest compared OMol25 entry of this formula, charge and spin), the calculation gives 233.4 kJ/mol. The LUMO energy comes out at 0.282 eV. Its gap between HOMO and LUMO is 0.310 hartree. Its structure (SMILES) is COc1ccc(C(c2oc(CO)cc(=O)c2O)c2oc(CO)cc(=O)c2O)cc1OC.

Structure (ORCA input):
```
! RIJCOSX wB97M-V def2-TZVPD def2/J DEFGRID3
* xyz 0 1
C -5.641 -1.751 0.229
O -4.809 -1.664 -0.907
C -3.512 -1.263 -0.807
C -2.761 -1.475 -1.959
C -1.430 -1.116 -2.040
C -0.811 -0.531 -0.950
C 0.649 -0.138 -1.018
C 1.577 -1.211 -0.502
O 2.845 -1.024 -0.959
C 3.835 -1.838 -0.575
C 5.164 -1.440 -1.174
O 5.403 -0.061 -1.105
C 3.644 -2.906 0.230
C 2.328 -3.208 0.719
O 2.001 -4.149 1.439
C 1.281 -2.256 0.302
O 0.068 -2.541 0.802
C 0.872 1.173 -0.299
O 0.227 2.199 -0.919
C 0.236 3.422 -0.379
C -0.564 4.415 -1.189
O -0.388 5.741 -0.792
C 0.896 3.728 0.760
C 1.641 2.716 1.458
O 2.292 2.851 2.491
C 1.574 1.380 0.838
O 2.256 0.427 1.505
C -1.549 -0.304 0.203
C -2.886 -0.658 0.301
O -3.630 -0.430 1.431
C -2.974 0.026 2.589
H -5.199 -2.383 1.003
H -5.862 -0.768 0.648
H -6.562 -2.210 -0.131
H -3.260 -1.938 -2.794
H -0.880 -1.303 -2.949
H 0.907 0.029 -2.072
H 5.186 -1.782 -2.224
H 5.977 -1.928 -0.635
H 4.609 0.402 -1.397
H 4.467 -3.538 0.519
H 0.219 -3.363 1.327
H -0.324 4.270 -2.253
H -1.630 4.200 -1.058
H 0.536 5.994 -0.903
H 0.858 4.726 1.166
H 2.651 0.902 2.271
H -1.053 0.144 1.048
H -3.734 0.030 3.369
H -2.586 1.043 2.462
H -2.158 -0.643 2.878
*
```


No. 4
C23H33CoN6O4S4 | the ωB97M-V functional and the def2-TZVPD basis

For the relative energy (zero: lowest compared OMol25 entry of this formula, charge and spin), the calculation gives 395.1 kJ/mol. The LUMO energy (spin up / spin down) comes out at -2.057 / -6.514 eV. Its gap between HOMO and LUMO (spin up / spin down) is 0.216 / 0.161 hartree.

Structure (ORCA input):
```
! RIJCOSX wB97M-V def2-TZVPD def2/J DEFGRID3
* xyz 1 4
Co -1.257 -1.757 -0.106
O -4.134 0.293 1.860
C -3.126 -0.507 1.478
O -3.036 -0.873 0.263
C -2.161 -0.951 2.409
C -2.168 -0.965 3.823
C -1.187 -1.649 4.489
C -0.210 -2.389 3.768
C -0.259 -2.345 2.399
N -1.143 -1.588 1.746
C 0.537 -3.175 1.410
O 1.567 -3.761 1.687
O -0.013 -3.140 0.223
H -4.747 0.369 1.119
H -2.972 -0.466 4.347
H -1.181 -1.677 5.571
H 0.529 -3.004 4.263
C 3.929 -2.468 1.799
C 4.099 -2.298 0.276
S 2.561 -1.857 -0.586
C 2.645 -0.057 -0.760
C 2.927 0.667 0.530
S 1.708 0.209 1.812
C 2.688 0.560 3.312
C 3.488 -0.616 3.856
S 4.820 -1.206 2.763
H 4.314 -3.438 2.104
H 2.883 -2.431 2.076
H 4.385 -3.249 -0.171
H 4.850 -1.552 0.015
H 1.659 0.192 -1.155
H 3.412 0.176 -1.505
H 2.877 1.745 0.356
H 3.910 0.419 0.919
H 1.956 0.863 4.062
H 3.333 1.413 3.097
H 2.842 -1.464 4.077
H 3.995 -0.308 4.772
N -0.550 0.173 -0.388
C -0.740 1.315 -0.369
N -0.969 2.598 -0.347
C -0.164 3.530 -1.145
C -1.030 4.722 -1.562
C -2.461 4.254 -1.821
C -3.119 3.781 -0.513
C -2.073 3.167 0.430
H 0.198 2.996 -2.026
H 0.702 3.865 -0.564
H -0.602 5.176 -2.455
H -1.031 5.483 -0.778
H -2.438 3.432 -2.541
H -3.048 5.057 -2.264
H -3.895 3.049 -0.739
H -3.596 4.620 -0.005
H -2.505 2.385 1.052
H -1.658 3.929 1.095
C -0.989 1.057 -4.768
C -1.184 -0.379 -5.250
C -1.157 -1.355 -4.120
N -1.354 -1.071 -2.890
N -1.283 -2.141 -2.043
C -1.010 -3.270 -2.659
N -0.907 -4.460 -2.049
S -0.835 -3.069 -4.374
H -1.016 1.738 -5.617
H -0.026 1.160 -4.265
H -1.775 1.329 -4.066
H -0.407 -0.648 -5.968
H -2.141 -0.466 -5.770
H -0.723 -4.434 -1.052
H -0.532 -5.238 -2.562
*
```


No. 5
C3H7NO2 | the ωB97M-V functional and the def2-TZVPD basis

For the relative energy (zero: lowest compared OMol25 entry of this formula, charge and spin), the calculation gives 123.1 kJ/mol. The LUMO energy comes out at 0.670 eV. Its gap between HOMO and LUMO is 0.362 hartree. Its structure (SMILES) is CNCC(=O)O.

Structure (ORCA input):
```
! RIJCOSX wB97M-V def2-TZVPD def2/J DEFGRID3
* xyz 0 1
C 1.346 0.910 0.250
N 1.190 -0.422 -0.336
C -0.085 -1.031 -0.019
C -1.318 -0.203 -0.387
O -1.765 -0.132 -1.499
O -1.856 0.468 0.662
H 2.356 1.256 0.047
H 1.304 0.768 1.331
H 0.604 1.638 -0.078
H 1.314 -0.391 -1.340
H -0.132 -1.165 1.056
H -0.166 -2.005 -0.503
H -2.791 0.308 0.815
*
```


No. 6
C11H12N3 | the ωB97M-V functional and the def2-TZVPD basis

For the relative energy (zero: lowest compared OMol25 entry of this formula, charge and spin), the calculation gives 550.1 kJ/mol. The LUMO energy (spin up / spin down) comes out at -5.148 / -5.535 eV. Its gap between HOMO and LUMO (spin up / spin down) is 0.238 / 0.247 hartree.

Structure (ORCA input):
```
! RIJCOSX wB97M-V def2-TZVPD def2/J DEFGRID3
* xyz 1 1
C 2.129 -0.199 -1.449
C -1.819 1.214 -1.541
C -2.243 -0.093 -1.331
C -0.976 1.819 -0.639
C -1.011 -0.213 0.711
C -1.837 -0.826 -0.207
C -0.566 1.121 0.527
C 2.683 -1.376 0.221
C 2.346 0.967 0.263
C -2.293 -2.235 -0.010
C 0.329 1.714 1.414
N 2.691 -1.292 -1.112
N 1.640 0.833 -0.940
N 2.698 -0.224 0.895
H -2.150 1.748 -2.418
H -2.902 -0.559 -2.049
H -0.632 2.829 -0.790
H -0.702 -0.749 1.598
H 2.738 -2.329 0.722
H 2.949 1.840 0.469
H -1.442 -2.901 0.131
H -2.916 -2.309 0.879
H -2.867 -2.585 -0.862
H 0.592 2.751 1.303
H 0.575 1.238 2.350
H 2.984 -0.182 1.866
*
```


No. 7
C4H6N4O | the ωB97M-V functional and the def2-TZVPD basis

For the relative energy (zero: lowest compared OMol25 entry of this formula, charge and spin), the calculation gives 559.4 kJ/mol. The LUMO energy comes out at -1.035 eV. Its gap between HOMO and LUMO is 0.201 hartree.

Structure (ORCA input):
```
! RIJCOSX wB97M-V def2-TZVPD def2/J DEFGRID3
* xyz 0 1
C 0.975 -0.895 -3.402
C 0.843 -0.807 -2.219
C 0.550 -0.341 -0.923
N 1.116 0.758 -0.430
C 0.562 0.889 0.798
N 0.871 1.903 1.663
N -0.283 -0.107 1.018
N -0.291 -0.898 -0.048
H 1.036 -0.962 -4.456
H 0.379 2.774 1.642
H 1.656 1.791 2.272
H -0.863 -0.277 1.854
H -0.857 -1.729 -0.189
O -3.189 -1.189 1.511
H -2.506 -0.909 0.909
*
```


No. 8
C4H9NO2 | the ωB97M-V functional and the def2-TZVPD basis

For the relative energy (zero: lowest compared OMol25 entry of this formula, charge and spin), the calculation gives 430.3 kJ/mol. The LUMO energy comes out at 0.856 eV. Its gap between HOMO and LUMO is 0.375 hartree. Its structure (SMILES) is CN1CC1=O.[H][H].C=O.

Structure (ORCA input):
```
! RIJCOSX wB97M-V def2-TZVPD def2/J DEFGRID3
* xyz 0 1
C -1.595 0.710 -0.144
N -1.178 -0.573 0.402
C -0.755 -0.835 1.799
C -0.022 -1.235 0.586
O 0.915 -1.767 0.043
H -2.608 0.926 0.218
H -1.615 0.654 -1.238
H -0.914 1.510 0.175
H -1.377 -1.528 2.359
H -0.354 0.016 2.352
H 0.347 -0.742 -2.043
H 0.381 -0.258 -2.609
C 2.207 0.776 -0.481
O 1.389 1.125 0.337
H 2.746 1.509 -1.112
H 2.433 -0.289 -0.644
*
```


No. 9
C2HCl2NS | the ωB97M-V functional and the def2-TZVPD basis

For the relative energy (zero: lowest compared OMol25 entry of this formula, charge and spin), the calculation gives 15.2 kJ/mol. The LUMO energy (spin up / spin down) comes out at 0.463 / -2.944 eV. Its gap between HOMO and LUMO (spin up / spin down) is 0.343 / 0.259 hartree.

Structure (ORCA input):
```
! RIJCOSX wB97M-V def2-TZVPD def2/J DEFGRID3
* xyz 0 3
C 0.876 0.783 0.842
C 0.589 -0.384 0.121
N 1.014 1.683 1.512
S -1.966 0.708 -0.532
Cl 1.164 -0.510 -1.530
Cl 0.602 -1.881 0.863
H -2.279 -0.399 -1.275
*
```


No. 10
C27H74N10O12 | the ωB97M-V functional and the def2-TZVPD basis

For the relative energy (zero: lowest compared OMol25 entry of this formula, charge and spin), the calculation gives 447.4 kJ/mol. The LUMO energy comes out at 0.383 eV. Its gap between HOMO and LUMO is 0.326 hartree. Its structure (SMILES) is COCCNCCOC.COCCNCCOC.COCCNCCOC.COCCNCCOC.NC(N)=O.NC(N)=O.NC(N)=O.O.

Structure (ORCA input):
```
! RIJCOSX wB97M-V def2-TZVPD def2/J DEFGRID3
* xyz 0 1
C -8.275 1.228 -1.248
O -7.732 0.957 -0.016
C -8.435 1.653 1.040
C -7.531 1.617 2.312
N -7.210 0.317 2.939
C -6.028 0.320 3.809
C -4.644 0.331 3.089
O -4.527 -0.668 2.083
C -4.779 -2.033 2.436
H -9.284 0.815 -1.276
H -7.706 0.767 -2.056
H -8.284 2.269 -1.569
H -9.366 1.119 1.226
H -8.656 2.680 0.750
H -7.908 2.333 3.043
H -6.607 2.050 1.930
H -6.918 -0.179 2.109
H -6.036 -0.592 4.406
H -5.976 1.134 4.532
H -3.797 0.169 3.755
H -4.430 1.330 2.708
H -3.949 -2.510 2.958
H -5.064 -2.636 1.573
H -5.717 -2.154 2.977
C 2.333 -8.324 -11.276
O 3.507 -8.548 -10.598
C 4.622 -7.774 -11.024
C 5.916 -7.965 -10.229
N 5.780 -7.950 -8.779
C 5.406 -6.624 -8.352
C 5.502 -6.590 -6.718
O 5.196 -5.296 -6.190
C 5.365 -5.222 -4.791
H 2.501 -8.270 -12.351
H 1.859 -7.406 -10.928
H 1.696 -9.163 -10.995
H 4.392 -6.724 -10.848
H 4.865 -7.944 -12.073
H 6.641 -7.328 -10.735
H 6.299 -8.934 -10.550
H 5.295 -8.734 -8.366
H 4.409 -6.371 -8.713
H 6.090 -5.901 -8.798
H 6.544 -6.704 -6.418
H 4.890 -7.344 -6.224
H 4.993 -4.296 -4.353
H 6.415 -5.381 -4.546
H 4.786 -5.987 -4.273
C -4.451 6.106 -1.447
O -5.090 7.244 -2.051
C -4.750 8.527 -1.430
C -5.321 8.682 -0.098
N -6.768 8.574 -0.258
C -7.425 9.884 -0.615
C -8.937 9.753 -0.607
O -9.274 8.749 -1.570
C -9.261 9.079 -2.962
H -3.374 6.252 -1.370
H -4.652 5.182 -1.990
H -4.843 5.936 -0.445
H -5.151 9.331 -2.048
H -3.681 8.738 -1.439
H -4.925 9.545 0.437
H -4.984 7.875 0.553
H -7.081 7.885 -0.928
H -7.054 10.345 -1.530
H -7.123 10.653 0.096
H -9.352 10.707 -0.931
H -9.229 9.522 0.417
H -9.597 8.296 -3.643
H -8.202 9.152 -3.210
H -9.855 9.984 -3.084
C 2.230 -6.896 11.825
O 2.349 -5.767 10.895
C 2.646 -6.151 9.618
C 2.906 -4.915 8.759
N 3.219 -5.354 7.361
C 3.593 -4.138 6.601
C 5.143 -3.836 6.674
O 5.939 -4.843 6.097
C 7.343 -4.566 6.253
H 1.518 -7.672 11.543
H 1.864 -6.397 12.722
H 3.234 -7.290 11.978
H 1.879 -6.842 9.267
H 3.576 -6.718 9.581
H 3.758 -4.392 9.193
H 2.062 -4.236 8.644
H 3.955 -6.043 7.435
H 2.916 -3.324 6.860
H 3.490 -4.360 5.539
H 5.432 -3.722 7.719
H 5.412 -2.899 6.185
H 7.676 -4.243 7.239
H 7.584 -3.746 5.576
H 7.995 -5.346 5.860
N 2.262 4.663 8.259
C 1.782 4.296 7.093
N 2.685 3.912 6.325
O 0.597 4.131 6.884
H 3.243 4.655 8.500
H 1.706 4.997 9.033
H 2.507 3.395 5.476
H 3.639 4.090 6.604
N 8.100 2.837 -1.840
C 7.909 3.887 -1.061
N 6.647 4.293 -1.143
O 8.784 4.509 -0.563
H 9.042 2.481 -1.915
H 7.328 2.418 -2.340
H 6.454 5.119 -0.595
H 5.968 3.827 -1.728
N 2.464 2.458 -7.056
C 2.935 1.645 -6.187
N 3.331 0.529 -6.786
O 3.018 1.917 -5.007
H 2.256 3.422 -6.838
H 2.454 2.233 -8.040
H 3.643 -0.286 -6.279
H 3.163 0.535 -7.782
O 1.721 0.809 1.034
H 1.007 0.178 1.126
H 1.579 1.209 0.176
*
```


No. 11
C6H10N | the ωB97M-V functional and the def2-TZVPD basis

For the relative energy (zero: lowest compared OMol25 entry of this formula, charge and spin), the calculation gives 212.5 kJ/mol. The LUMO energy comes out at -5.384 eV. Its gap between HOMO and LUMO is 0.330 hartree. Its structure (SMILES) is C#[N+]/C=C/CCC.

Structure (ORCA input):
```
! RIJCOSX wB97M-V def2-TZVPD def2/J DEFGRID3
* xyz 1 1
C -1.172 2.160 3.571
N -0.564 1.407 2.903
C 0.147 0.752 2.019
C -0.336 0.300 0.811
C 0.591 -0.479 -0.167
C 0.342 -0.176 -1.724
C -0.028 -1.376 -2.528
H -1.482 2.745 4.416
H 1.110 0.343 2.389
H -1.287 0.657 0.348
H 0.410 -1.590 -0.072
H 1.616 -0.196 0.192
H -0.343 0.661 -1.935
H 1.300 0.135 -2.079
H -0.848 -2.013 -1.973
H 0.795 -2.119 -2.557
H -0.251 -1.210 -3.615
*
```


It is found that the M values, taken in the order of the records, are 740.61, 622.62, 432.38, 644.76, 89.09, 186.24, 126.12, 103.12, 142.01, 730.95, 96.15 g/mol.